{"formula": "C10H30FHfO10", "method": "ωB97M-V/def2-TZVPD", "species": ["Hf", "F", "C", "C", "O", "O", "H", "H", "H", "H", "H", "H", "C", "C", "O", "O", "H", "H", "H", "H", "H", "H", "C", "C", "O", "O", "H", "H", "H", "H", "H", "H", "C", "C", "O", "O", "H", "H", "H", "H", "H", "H", "C", "C", "O", "O", "H", "H", "H", "H", "H", "H"], "positions_angstrom": [[-1.8981, 0.0528, -1.4913], [0.1642, 0.2162, -1.0583], [0.7098, -3.1026, 0.6167], [-0.1331, -3.7715, 1.6801], [-1.4212, -3.1838, 1.8523], [0.2171, -3.4102, -0.7189], [1.7508, -3.3677, 0.7979], [0.7078, -2.0082, 0.5798], [0.4232, -3.6352, 2.6096], [-0.1539, -4.8556, 1.5418], [-1.8589, -3.1966, 0.9957], [-0.7424, -3.4406, -0.6481], [-0.1126, 3.7091, 2.5918], [0.4367, 3.1886, 1.2922], [1.7741, 3.6350, 1.1973], [-1.4095, 3.2144, 2.9432], [0.0433, 4.7901, 2.6339], [0.5682, 3.4188, 3.4017], [-0.1114, 3.6210, 0.4449], [0.3837, 2.0869, 1.2430], [1.9243, 3.9262, 0.2941], [-1.8047, 3.9158, 3.4730], [-0.7411, 0.1054, -4.7545], [-0.1256, -1.0796, -4.0176], [-1.1589, -1.5862, -3.0956], [-1.1345, 0.9499, -3.5724], [-1.6592, -0.1771, -5.2570], [0.0738, 0.7143, -5.1363], [0.8231, -0.7879, -3.5728], [0.0074, -1.9739, -4.6249], [-1.3770, -2.5203, -3.2272], [-1.6733, 1.7253, -3.8052], [-4.0624, 0.6763, 1.0298], [-2.8464, 0.2207, 1.7879], [-1.7419, 0.5675, 0.8763], [-3.9162, 0.1946, -0.3376], [-4.2521, 1.7493, 1.0024], [-4.9270, 0.2387, 1.5351], [-2.9036, -0.8640, 1.8801], [-2.7047, 0.7258, 2.7403], [-1.1267, 1.1286, 1.3906], [-4.8221, 0.1071, -0.6862], [4.9754, -0.1527, 0.6225], [3.7376, 0.2100, -0.1799], [2.5862, -0.1201, 0.5849], [5.0457, -1.5206, 0.9526], [5.0789, 0.4185, 1.5517], [5.8367, 0.0314, -0.0185], [3.6764, -0.4544, -1.0567], [3.7362, 1.2485, -0.5205], [1.8151, 0.1901, 0.0958], [4.3228, -1.7684, 1.5408]], "forces_ev_per_angstrom": [[6.0, -0.2, 1.5], [-4.7, -0.2, -1.1], [-0.6, 0.5, -0.4], [1.1, 0.5, 0.6], [0.0, 0.3, -0.4], [0.2, 0.0, -0.2], [0.0, -0.5, -0.8], [-0.1, 0.0, 1.1], [-0.4, 0.1, 0.2], [-0.3, 0.0, -0.3], [-0.3, -0.4, 0.2], [0.0, -0.5, 0.1], [1.3, 0.0, 1.6], [-0.1, 0.7, -0.4], [-0.2, -0.5, 0.0], [0.1, 0.3, -0.9], [-0.9, 0.1, -0.4], [0.2, -0.4, -0.2], [-0.4, -0.2, 0.0], [0.1, -0.1, 0.0], [0.2, 0.1, 0.1], [-0.3, -0.2, 0.1], [0.6, -0.6, 2.1], [-0.4, -0.9, -1.3], [-1.0, 2.0, 2.1], [-2.0, 0.0, 2.4], [0.3, 0.4, -0.8], [-0.4, -0.2, -1.2], [-0.3, -0.3, 0.8], [0.6, 0.5, -0.6], [0.3, -0.1, 0.0], [0.4, 0.1, -0.7], [-0.5, 0.7, 2.2], [-0.4, 0.1, -1.2], [-0.3, -0.6, -1.1], [0.7, -0.5, -1.8], [0.4, 0.1, -0.1], [-0.2, -0.3, -0.6], [0.5, 0.0, 0.3], [0.0, 0.0, 0.0], [0.5, 0.1, -0.5], [0.1, -0.1, -0.3], [0.4, -0.4, -0.1], [-0.3, -0.7, -0.2], [-0.5, 0.3, 0.3], [-0.3, -0.2, -0.3], [-0.2, 0.4, -0.2], [0.1, 0.1, 0.1], [0.6, 0.2, -0.1], [0.1, 0.1, 0.3], [0.2, 0.0, 0.2], [0.0, 0.2, 0.1]], "lowdin_charge": [2.29, -0.37, -0.19, -0.21, -0.05, -0.07, 0.14, 0.09, 0.14, 0.14, 0.05, 0.04, -0.23, -0.27, -0.02, -0.07, 0.14, 0.14, 0.13, 0.09, 0.10, 0.11, -0.03, -0.11, -0.17, -0.19, 0.15, 0.16, 0.15, 0.16, 0.15, 0.14, -0.13, -0.10, -0.17, -0.17, 0.16, 0.17, 0.13, 0.16, 0.09, 0.16, -0.21, -0.21, -0.07, 0.00, 0.14, 0.14, 0.13, 0.12, 0.02, 0.09], "total_energy_ev": -35322.4986, "multiplicity": 1, "charge": 3, "mol_weight_g_mol": 507.8, "lumo_energy_ha": -0.5325, "fmax_ev_per_a": 6.2, "de_lowest_kcal_mol": 51.0}